{"formula": "C28H74BO16P", "method": "the ωB97M-V functional and the def2-TZVPD basis", "elements": ["P", "O", "O", "O", "O", "O", "O", "O", "O", "O", "O", "O", "O", "O", "O", "O", "O", "C", "C", "C", "C", "C", "C", "C", "C", "C", "C", "C", "C", "C", "C", "C", "C", "C", "C", "C", "C", "C", "C", "C", "C", "C", "C", "C", "C", "B", "H", "H", "H", "H", "H", "H", "H", "H", "H", "H", "H", "H", "H", "H", "H", "H", "H", "H", "H", "H", "H", "H", "H", "H", "H", "H", "H", "H", "H", "H", "H", "H", "H", "H", "H", "H", "H", "H", "H", "H", "H", "H", "H", "H", "H", "H", "H", "H", "H", "H", "H", "H", "H", "H", "H", "H", "H", "H", "H", "H", "H", "H", "H", "H", "H", "H", "H", "H", "H", "H", "H", "H", "H", "H"], "coordinates": [[2.561, 4.227, 2.189], [-3.129, -7.629, -1.977], [-1.497, 4.109, 7.734], [0.076, 5.689, 5.833], [7.379, 9.041, 0.678], [1.193, 2.886, -5.704], [-6.181, -7.591, 3.549], [-4.583, -9.661, -3.527], [3.166, 4.311, 0.641], [5.534, 6.755, 0.741], [3.141, 4.562, -4.254], [-6.550, -7.816, 0.633], [2.662, 0.771, -2.001], [-0.997, -1.953, -1.586], [-3.237, -3.675, -2.385], [3.998, -0.242, 0.422], [1.412, 3.063, 2.001], [5.135, 8.111, 0.605], [6.191, 8.950, -0.084], [-6.577, -6.236, 3.458], [-0.188, -3.112, -1.505], [2.135, -0.522, -2.229], [-3.144, -2.293, -2.681], [2.422, 2.420, -5.167], [-3.472, -3.956, -1.018], [-4.053, -7.341, -3.017], [2.091, 5.448, -3.926], [3.656, 1.118, 0.197], [-1.705, -1.836, -2.807], [-0.741, 3.562, 6.668], [1.348, 3.733, -6.824], [8.407, 8.170, 0.242], [2.438, 1.260, -0.688], [-4.426, -10.558, -2.446], [0.463, 4.415, 6.323], [-1.906, -8.174, -2.435], [-7.071, -8.491, 2.914], [0.157, 6.723, 6.794], [2.854, 3.205, -3.949], [6.041, 6.434, 2.029], [5.055, -0.703, -0.394], [-6.589, -8.904, 1.538], [-5.121, -8.405, -3.149], [-2.651, 4.811, 7.315], [-5.253, -7.265, 0.462], [1.396, 5.785, 2.319], [1.110, 4.519, 7.201], [4.906, 8.540, 1.587], [6.016, -0.290, -0.066], [1.128, 5.093, -4.300], [2.320, 6.409, -4.385], [1.043, -0.494, -2.313], [1.647, 3.163, -7.711], [3.207, 2.456, -5.931], [-7.145, -9.383, 3.543], [1.199, 7.012, 6.974], [-2.070, -8.984, -3.150], [-2.815, -3.381, -0.360], [1.035, 3.913, 5.537], [-3.522, -7.220, -3.966], [4.501, 1.657, -0.246], [-3.429, 4.119, 6.973], [-2.427, 5.516, 6.510], [6.515, 5.457, 1.950], [6.772, 7.156, 2.395], [-5.601, -9.370, 1.619], [4.222, 8.131, 0.003], [0.700, -3.014, -2.140], [-1.381, -8.565, -1.564], [2.557, -0.885, -3.166], [8.851, 8.524, -0.694], [-1.368, 3.435, 5.779], [-0.379, 7.581, 6.391], [-3.653, -2.120, -3.633], [8.039, 7.151, 0.095], [0.381, 4.196, -7.016], [2.405, -1.212, -1.425], [3.761, 2.751, -3.544], [-5.826, -8.096, -3.926], [-1.693, -0.781, -3.099], [-4.765, -7.080, 1.423], [-1.286, -7.403, -2.905], [-7.428, -6.031, 4.116], [-1.205, -2.410, -3.595], [-0.735, -4.011, -1.801], [-3.273, -5.018, -0.870], [4.901, -0.442, -1.445], [9.174, 8.166, 1.015], [-4.532, -6.386, -2.779], [-5.679, -8.496, -2.209], [-5.375, -6.319, -0.065], [2.202, 2.324, -0.772], [3.686, 5.112, 0.481], [-0.394, 2.573, 6.981], [-3.919, -10.087, -1.599], [6.400, 8.537, -1.077], [-3.823, -11.392, -2.802], [3.433, 1.572, 1.164], [5.800, 9.964, -0.216], [-4.514, -3.745, -0.750], [-3.026, 5.360, 8.178], [2.280, 1.377, -4.870], [1.583, 0.748, -0.231], [-5.731, -5.631, 3.781], [-3.653, -1.702, -1.912], [5.215, 6.369, 2.747], [1.127, 6.103, 3.433], [0.796, 3.221, 1.274], [-0.298, 6.429, 7.743], [-8.071, -8.048, 2.836], [5.090, -1.788, -0.298], [0.996, 6.396, 1.377], [2.081, 3.138, -3.178], [2.017, 5.584, -2.840], [0.132, -3.212, -0.469], [2.090, 4.514, -6.641], [-6.847, -5.961, 2.435], [-5.396, -10.941, -2.109], [-7.283, -9.648, 1.135], [-4.621, -7.919, -0.142]], "lowdin_charge": [0.73, -0.22, -0.19, -0.22, -0.19, -0.19, -0.19, -0.18, -0.34, -0.21, -0.19, -0.19, -0.21, -0.20, -0.19, -0.18, -0.32, -0.20, -0.21, -0.11, -0.11, -0.10, -0.20, -0.20, -0.11, -0.20, -0.11, -0.20, -0.21, -0.20, -0.12, -0.11, -0.20, -0.11, -0.20, -0.10, -0.21, -0.11, -0.20, -0.10, -0.12, -0.21, -0.20, -0.11, -0.10, -0.08, 0.13, 0.13, 0.09, 0.08, 0.09, 0.08, 0.09, 0.13, 0.12, 0.09, 0.09, 0.09, 0.12, 0.13, 0.13, 0.09, 0.08, 0.10, 0.09, 0.13, 0.13, 0.08, 0.09, 0.09, 0.09, 0.13, 0.09, 0.13, 0.08, 0.09, 0.08, 0.13, 0.13, 0.13, 0.09, 0.09, 0.09, 0.13, 0.08, 0.08, 0.08, 0.09, 0.12, 0.11, 0.08, 0.10, 0.03, 0.13, 0.08, 0.13, 0.09, 0.10, 0.13, 0.09, 0.09, 0.12, 0.13, 0.09, 0.13, 0.08, -0.02, 0.06, 0.08, 0.13, 0.09, -0.01, 0.12, 0.08, 0.10, 0.08, 0.08, 0.09, 0.12, 0.07], "smiles": "BP(O)O.COCCOC.COCCOC.COCCOC.COCCOC.COCCOC.COCCOC.COCCOC", "largest_force_ev_per_a": 0.51, "e_lumo_ev": -0.77, "total_energy_ha": -2680.92937, "gap_ha": 0.2819, "charge": 0, "spin_multiplicity": 1, "e_homo_ev": -8.4}

***

{"formula": "C40H33BrF9N8O5PSV", "method": "the ωB97M-V functional and the def2-TZVPD basis", "elements": ["Br", "V", "S", "P", "F", "F", "F", "F", "F", "F", "F", "F", "F", "O", "O", "O", "O", "O", "N", "N", "N", "N", "N", "N", "N", "N", "C", "C", "C", "C", "C", "C", "C", "C", "C", "C", "C", "C", "C", "C", "C", "C", "C", "C", "C", "C", "C", "C", "C", "C", "C", "C", "C", "C", "C", "C", "C", "C", "C", "C", "C", "C", "C", "C", "C", "C", "H", "H", "H", "H", "H", "H", "H", "H", "H", "H", "H", "H", "H", "H", "H", "H", "H", "H", "H", "H", "H", "H", "H", "H", "H", "H", "H", "H", "H", "H", "H", "H", "H"], "coordinates": [[0.573, 0.866, -2.888], [0.125, 0.449, -0.351], [-1.402, -0.527, 2.607], [2.577, -0.106, -0.406], [1.890, 0.479, -5.503], [1.583, -6.860, -0.749], [1.832, -2.535, -2.572], [-0.906, -6.284, 0.225], [-2.006, -3.863, -0.163], [4.452, -0.090, -6.096], [6.242, -0.515, -4.102], [2.919, -4.944, -2.167], [5.483, -0.436, -1.571], [-0.812, 2.805, -1.137], [-0.626, -1.875, -1.469], [-0.956, -1.220, 3.782], [-2.229, -1.264, 1.670], [-2.771, 3.884, -0.886], [-2.081, 0.446, -0.661], [0.774, 1.919, 0.970], [-3.636, -2.221, -2.110], [-4.300, -0.423, -3.417], [-2.218, -1.393, -3.709], [-0.177, 0.049, 1.716], [-4.716, 4.107, 4.269], [0.545, 1.685, 3.322], [-3.894, 3.057, 3.897], [3.694, 1.054, 0.444], [3.217, -0.033, -2.141], [2.034, -3.609, 1.542], [4.225, -2.330, 0.399], [1.140, -3.440, -1.853], [-3.615, 2.019, 4.790], [3.967, 0.866, 1.796], [-5.459, -0.028, -2.606], [-2.806, 1.534, -1.345], [-2.831, 0.945, 4.405], [1.034, -5.656, -0.950], [1.708, -4.683, -1.665], [1.876, -2.383, 0.908], [-2.580, 1.929, 2.228], [4.060, -0.062, -4.830], [1.309, 3.740, 2.357], [-4.279, 1.603, -0.933], [2.964, -1.732, 0.326], [1.004, 2.926, 3.440], [1.172, 3.177, 1.104], [-2.324, 0.890, 3.117], [-3.355, 3.005, 2.607], [2.340, 0.254, -3.193], [-5.131, 0.354, -1.162], [4.376, -3.561, 1.013], [4.699, 1.813, 2.497], [-0.767, -4.103, -0.649], [-2.072, 2.888, -1.095], [3.281, -4.205, 1.582], [-0.221, -5.357, -0.451], [4.537, -0.256, -2.496], [5.166, 2.951, 1.855], [4.887, 3.147, 0.510], [4.146, 2.208, -0.190], [2.742, 0.222, -4.511], [-0.107, -3.069, -1.328], [0.402, 1.243, 2.076], [-3.397, -1.342, -3.076], [4.966, -0.283, -3.814], [3.918, 2.383, -1.236], [-4.013, 2.061, 5.797], [1.177, -4.087, 1.998], [1.125, 3.291, 4.455], [5.093, -1.837, -0.005], [-3.530, 3.806, 1.897], [1.641, 4.759, 2.484], [-4.494, -2.176, -1.590], [-5.873, 0.837, -3.121], [-4.838, 4.264, 5.254], [5.356, -4.019, 1.056], [-4.725, 2.493, -1.379], [-6.221, -0.811, -2.639], [-1.445, -1.708, -3.105], [-4.644, -0.466, -0.633], [-2.170, -0.450, -1.129], [-4.034, 0.202, -4.158], [-2.848, -2.685, -1.658], [5.745, 3.684, 2.402], [3.604, -0.018, 2.308], [-2.688, 1.357, -2.421], [-6.099, 0.479, -0.669], [4.904, 1.658, 3.549], [-2.598, 0.152, 5.101], [3.409, -5.166, 2.063], [-4.651, 4.948, 3.722], [-1.972, -0.595, -4.275], [-4.281, 1.783, 0.146], [-2.133, 1.945, 1.241], [0.898, -1.922, 0.892], [-2.489, 0.263, 0.254], [5.243, 4.035, 0.004], [1.370, 3.716, 0.186]], "lowdin_spin": [0.03, 2.74, 0.00, 0.04, 0.00, 0.00, 0.00, 0.00, 0.00, 0.00, 0.00, 0.00, 0.00, 0.04, 0.01, 0.00, 0.00, 0.00, 0.01, 0.01, 0.00, 0.00, 0.00, 0.02, 0.00, 0.00, 0.00, 0.01, 0.00, 0.00, 0.00, 0.00, 0.00, 0.00, 0.00, 0.00, 0.00, 0.00, 0.00, 0.01, 0.00, 0.00, 0.00, 0.00, 0.01, 0.02, 0.01, 0.00, 0.00, 0.01, 0.00, 0.00, 0.00, 0.00, 0.00, 0.00, 0.00, 0.00, 0.00, 0.00, 0.00, 0.00, 0.00, 0.02, 0.00, 0.00, 0.00, 0.00, 0.00, 0.00, 0.00, 0.00, 0.00, 0.00, 0.00, 0.00, 0.00, 0.00, 0.00, 0.00, 0.00, 0.00, 0.00, 0.00, 0.00, 0.00, 0.00, 0.00, 0.00, 0.00, 0.00, 0.00, 0.00, 0.00, 0.00, 0.01, 0.00, 0.00, 0.00], "largest_force_ev_per_a": 1.15, "s2": 3.759, "e_lumo_ev": [-0.13, -0.15], "total_energy_ha": -7514.76824, "gap_ha": [0.2635, 0.2912], "charge": 0, "relative_energy_kcal_mol": 6.0, "spin_multiplicity": 4, "e_homo_ev": [-7.3, -8.1]}

***

{"formula": "C8H15N4OP", "method": "the ωB97M-V functional and the def2-TZVPD basis", "elements": ["P", "O", "N", "N", "N", "N", "C", "C", "C", "C", "C", "C", "C", "C", "H", "H", "H", "H", "H", "H", "H", "H", "H", "H", "H", "H", "H", "H", "H"], "coordinates": [[0.317, 0.475, -0.310], [-0.713, 1.271, -0.942], [-0.982, -1.825, -2.196], [1.861, 1.191, -0.739], [1.728, 1.643, -2.052], [-1.421, -0.767, -2.699], [0.834, 0.493, 4.168], [1.562, -0.058, 2.044], [-1.015, -0.162, -3.829], [-1.908, -2.428, -1.368], [0.400, 0.573, 1.475], [-0.292, 1.036, 3.670], [1.861, 0.070, 3.362], [-0.566, 1.130, 2.333], [-2.754, -1.728, -1.068], [1.666, 0.922, -2.765], [-0.059, -0.921, -0.500], [2.842, -0.297, 3.702], [1.010, 2.274, -1.916], [-1.396, -2.847, -0.460], [-1.032, 1.330, 4.399], [-0.603, -0.882, -4.548], [-1.561, 1.424, 2.123], [-2.413, -3.308, -1.997], [-1.255, 0.891, -3.989], [0.938, 0.404, 5.301], [2.885, 0.864, -0.421], [2.268, -0.395, 1.314], [-2.202, -0.372, -2.092]], "lowdin_charge": [0.65, -0.36, -0.16, -0.24, -0.07, -0.21, -0.11, -0.11, -0.01, -0.20, -0.28, -0.12, -0.09, -0.06, 0.08, 0.07, 0.05, 0.12, 0.02, 0.08, 0.11, 0.06, 0.10, 0.11, 0.06, 0.13, 0.15, 0.08, 0.15], "largest_force_ev_per_a": 3.84, "e_lumo_ev": 0.83, "total_energy_ha": -949.28345, "gap_ha": 0.3026, "charge": 0, "relative_energy_kcal_mol": 53.1, "spin_multiplicity": 1, "e_homo_ev": -7.4}

***

{"formula": "C32H29IrN3Sb", "method": "the ωB97M-V functional and the def2-TZVPD basis", "elements": ["Ir", "Sb", "N", "N", "N", "C", "C", "C", "C", "C", "C", "C", "C", "C", "C", "C", "C", "C", "C", "C", "C", "C", "C", "C", "C", "C", "C", "C", "C", "C", "C", "C", "C", "C", "C", "C", "C", "H", "H", "H", "H", "H", "H", "H", "H", "H", "H", "H", "H", "H", "H", "H", "H", "H", "H", "H", "H", "H", "H", "H", "H", "H", "H", "H", "H", "H"], "coordinates": [[0.514, -0.036, -0.097], [2.934, 1.759, 1.725], [2.682, -0.447, -0.339], [0.618, -0.316, 1.845], [0.545, 2.102, -0.291], [-0.461, -1.052, 2.556], [-3.708, 0.177, 0.999], [-1.201, 2.245, -2.061], [-0.285, 2.858, -1.062], [3.573, 0.416, 0.186], [4.927, 0.329, -0.072], [1.837, 0.086, 3.874], [-0.102, -1.315, 4.001], [-1.633, -0.950, -2.491], [-0.749, -1.149, -5.140], [-4.540, 0.120, 2.089], [4.481, -1.623, -1.361], [-2.333, -0.100, 1.111], [1.383, 4.099, 0.726], [-2.501, -1.353, -3.508], [-1.750, -0.144, 2.472], [1.386, 2.725, 0.571], [-0.291, 4.243, -0.938], [-0.316, -0.660, -2.847], [-2.065, -1.445, -4.820], [3.125, -1.476, -1.088], [0.980, -0.827, 4.594], [0.522, 4.875, -0.028], [5.389, -0.706, -0.877], [2.152, -2.494, -1.610], [-2.140, -0.809, -1.140], [-0.703, -2.427, 1.914], [-1.514, -0.285, -0.051], [-4.053, -0.183, 3.392], [0.138, -0.750, -4.143], [1.616, 0.304, 2.561], [-2.729, -0.325, 3.573], [-3.146, -1.199, -1.000], [5.614, 1.047, 0.356], [1.211, -1.090, 5.618], [-0.772, -1.981, 4.532], [4.810, -2.468, -1.951], [2.025, -2.392, -2.689], [2.059, 4.561, 1.435], [-5.603, 0.289, 1.953], [-4.124, 0.409, 0.029], [0.395, -0.335, -2.075], [1.175, -2.406, -1.136], [-0.950, 4.815, -1.576], [2.661, 0.579, 4.370], [-1.922, 1.597, -1.574], [-0.407, -1.218, -6.164], [-1.737, 3.021, -2.603], [-0.643, 1.657, -2.782], [-2.327, -0.469, 4.567], [6.445, -0.809, -1.094], [-1.692, -2.808, 2.183], [0.047, -3.131, 2.269], [-2.754, -1.747, -5.598], [-3.535, -1.569, -3.264], [0.495, 5.951, 0.087], [1.163, -0.511, -4.395], [-4.743, -0.270, 4.220], [2.529, -3.499, -1.423], [-0.634, -2.370, 0.825], [-1.365, 0.881, 2.655]], "lowdin_charge": [1.27, 1.60, -0.07, -0.14, -0.03, -0.43, 0.00, 0.00, -0.26, -0.44, -0.10, -0.14, -0.05, -0.23, -0.03, 0.05, 0.00, -0.12, -0.11, 0.00, -0.17, -0.41, 0.00, -0.11, -0.03, -0.29, -0.05, -0.01, -0.01, -0.02, -0.05, 0.00, -0.27, -0.02, -0.05, -0.48, 0.03, 0.13, 0.10, 0.12, 0.13, 0.13, 0.09, 0.09, 0.14, 0.13, 0.04, 0.05, 0.13, 0.08, 0.07, 0.12, 0.10, 0.08, 0.13, 0.13, 0.11, 0.10, 0.12, 0.13, 0.13, 0.12, 0.13, 0.10, 0.06, 0.21], "largest_force_ev_per_a": 0.91, "e_lumo_ev": [-7.42, -7.42], "total_energy_ha": -1744.98726, "gap_ha": [0.1949, 0.1951], "charge": 2, "spin_multiplicity": 1, "e_homo_ev": [-12.7, -12.7]}